No. 1
C55H95F7N7O4PS | ωB97M-V/def2-TZVPD

CARTESIAN COORDINATES (ANGSTROEM)
C: -1.3754 -3.8055 7.9750
C: -2.8970 -3.6941 7.7787
C: -3.3809 -4.3058 6.4631
C: -2.7064 -3.7194 5.2223
C: -2.9006 -2.1990 5.0645
C: -3.2526 -1.7290 3.6375
C: -2.0682 -1.1610 2.8350
C: -2.4266 -0.0020 1.8790
C: -1.7847 1.3446 2.2591
C: -1.5285 2.2814 1.0579
C: -0.0575 2.6886 0.9188
C: 0.2754 3.2492 -0.4754
C: 1.7453 3.0595 -0.8380
O: 2.4538 4.3239 -0.8309
C: 3.7388 3.9259 -1.0264
O: 4.6568 4.4085 -0.4653
C: 3.7823 2.8000 -2.0560
C: 4.5639 3.3805 -3.2776
C: 5.6963 2.4616 -3.7432
C: 6.8454 2.3239 -2.7502
C: 7.9256 1.3327 -3.2301
C: 8.4130 0.3366 -2.1743
C: 7.3268 -0.4448 -1.4182
C: 6.1235 -0.9024 -2.2463
C: 6.4872 -1.7090 -3.5067
C: 2.2741 2.3595 -2.1550
C: 1.5408 2.9162 -3.4080
F: 1.7392 4.2353 -3.4720
F: 0.1870 2.7515 -3.2685
C: 1.8330 2.3383 -4.8562
F: 1.8979 3.3697 -5.7161
F: 2.9940 1.6894 -4.9089
C: 0.7321 1.4081 -5.4574
F: 0.2825 0.5045 -4.6024
F: -0.3041 2.1222 -5.8913
F: 1.2626 0.7615 -6.4954
P: 2.1213 0.5508 -1.7589
O: 2.6605 -0.1677 -3.0820
O: 0.5539 0.2640 -1.6892
S: 3.0108 -0.0294 -0.1591
H: -0.9094 -2.9079 7.5592
H: -0.9848 -4.6643 7.4197
H: -1.1081 -3.9246 9.0247
H: -3.1710 -2.6332 7.7960
H: -3.4111 -4.1746 8.6154
H: -3.2044 -5.3876 6.5073
H: -4.4635 -4.1594 6.3603
H: -3.1059 -4.2242 4.3359
H: -1.6366 -3.9539 5.2522
H: -1.9879 -1.6840 5.3793
H: -3.6944 -1.8676 5.7431
H: -3.6919 -2.5719 3.0934
H: -4.0308 -0.9606 3.7059
H: -1.2972 -0.8287 3.5366
H: -1.6235 -1.9659 2.2412
H: -2.1137 -0.2556 0.8611
H: -3.5159 0.1140 1.8746
H: -2.4220 1.8581 2.9836
H: -0.8247 1.1330 2.7420
H: -1.8391 1.7762 0.1359
H: -2.1392 3.1849 1.1586
H: 0.5775 1.8255 1.1440
H: 0.1639 3.4556 1.6693
H: 0.0635 4.3225 -0.4974
H: -0.3987 2.8033 -1.1989
H: 2.2057 2.4733 -0.0358
H: 4.4086 1.9993 -1.6590
H: 5.0084 4.3322 -2.9730
H: 3.9270 3.5958 -4.1274
H: 5.3024 1.4748 -4.0116
H: 6.0970 2.8919 -4.6702
H: 7.2937 3.3128 -2.6126
H: 6.4719 2.0206 -1.7651
H: 7.5581 0.7891 -4.1070
H: 8.7883 1.9163 -3.5679
H: 9.0657 -0.3873 -2.6759
H: 9.0572 0.8628 -1.4610
H: 6.9900 0.1227 -0.5448
H: 7.7972 -1.3513 -1.0170
H: 5.5119 -1.5339 -1.5925
H: 5.4779 -0.0570 -2.5062
H: 5.8684 -2.6066 -3.5913
H: 7.5275 -2.0420 -3.4880
H: 6.3271 -1.1379 -4.4239
H: 2.9082 -1.0814 -2.8632
H: 0.0121 0.8014 -2.2856
C: -2.3208 0.1207 -8.9898
C: -1.0505 0.9458 -9.1537
C: -1.3136 2.3564 -9.6926
C: -1.9295 2.3249 -11.0169
N: -2.4166 2.2577 -12.0549
H: -2.8174 -0.0339 -9.9500
H: -2.0898 -0.8621 -8.5780
H: -3.0293 0.6042 -8.3158
H: -0.3584 0.4323 -9.8256
H: -0.5500 1.0381 -8.1923
H: -0.3817 2.9200 -9.7679
H: -1.9771 2.9016 -9.0172
C: -1.1056 6.2195 -10.7840
C: -0.0594 6.6121 -9.7484
C: -0.5365 7.7292 -8.8130
C: -0.8549 8.9547 -9.5457
N: -1.0881 9.9163 -10.1278
H: -1.3453 7.0554 -11.4418
H: -0.7430 5.4030 -11.4094
H: -2.0302 5.8901 -10.3043
H: 0.8558 6.9323 -10.2494
H: 0.2023 5.7468 -9.1351
H: 0.2290 7.9695 -8.0741
H: -1.4318 7.4165 -8.2716
C: -0.7216 -0.0943 11.5764
C: 0.1356 -1.2597 11.0988
C: 1.1823 -0.8395 10.0592
C: 0.5785 -0.2866 8.8441
N: 0.1132 0.1969 7.9118
H: -1.2942 0.3358 10.7530
H: -1.4281 -0.4209 12.3379
H: -0.1119 0.6956 12.0184
H: -0.4969 -2.0416 10.6755
H: 0.6636 -1.7043 11.9457
H: 1.7960 -1.6911 9.7610
H: 1.8459 -0.0822 10.4811
C: -4.7976 -7.8903 12.7211
C: -5.3737 -6.4819 12.6546
C: -5.1466 -5.8101 11.2951
C: -3.7243 -5.6761 10.9828
N: -2.6057 -5.5767 10.7436
H: -3.7155 -7.8811 12.5830
H: -5.0060 -8.3464 13.6885
H: -5.2310 -8.5289 11.9492
H: -4.9312 -5.8619 13.4367
H: -6.4482 -6.5103 12.8419
H: -5.5883 -4.8127 11.2760
H: -5.6126 -6.3929 10.4980
C: 1.5983 -3.6897 -9.2835
C: 1.4497 -2.6820 -8.1514
C: 2.6808 -1.7820 -7.9869
C: 3.8840 -2.5520 -7.6718
N: 4.8236 -3.1674 -7.4328
H: 2.4278 -4.3726 -9.0963
H: 0.6930 -4.2869 -9.3893
H: 1.7822 -3.1874 -10.2353
H: 1.2617 -3.2043 -7.2115
H: 0.5855 -2.0401 -8.3374
H: 2.5232 -1.0674 -7.1811
H: 2.8652 -1.2194 -8.9045
C: -6.4739 3.0690 -10.3504
C: -5.7821 1.8598 -10.9666
C: -6.2826 0.5299 -10.3909
C: -6.0273 0.4445 -8.9527
N: -5.7918 0.4138 -7.8288
H: -6.2837 3.1306 -9.2775
H: -6.1098 3.9893 -10.8066
H: -7.5548 3.0266 -10.4987
H: -4.7057 1.9309 -10.8167
H: -5.9448 1.8496 -12.0451
H: -5.7806 -0.3123 -10.8698
H: -7.3553 0.4149 -10.5582
C: -1.1575 -3.4460 14.1906
C: -0.2237 -3.1369 15.3497
C: -0.7902 -2.0805 16.3036
C: -1.0224 -0.8070 15.6236
N: -1.1703 0.1932 15.0793
H: -1.3282 -2.5625 13.5729
H: -0.7426 -4.2197 13.5497
H: -2.1274 -3.7966 14.5518
H: 0.7397 -2.7924 14.9688
H: -0.0317 -4.0448 15.9242
H: -0.1050 -1.8981 17.1325
H: -1.7391 -2.4171 16.7264

For the HOMO energy, the calculation gives -9.6038 eV. As for the SMILES: CCCCCCCCCCCC[C@@H]1OC(=O)[C@H](CCCCCCCC)[C@@]1(C(F)(F)C(F)(F)C(F)(F)F)P(O)(O)=S.CCCC#N.CCCC#N.CCCC#N.CCCC#N.CCCC#N.CCCC#N.CCCC#N. As for the net charge: 0.

No. 2
C56H107N10O4 | ωB97M-V/def2-TZVPD

CARTESIAN COORDINATES (ANGSTROEM)
C: -20.0090 -10.8178 -6.6193
C: -21.2653 -11.3674 -6.8795
C: -22.3309 -10.5528 -7.6074
O: -23.4584 -11.0734 -7.8326
C: -22.0750 -9.2353 -7.9915
C: -20.8194 -8.6089 -7.6958
C: -19.6952 -9.4681 -7.0486
O: -18.5322 -9.0409 -7.1546
O: -20.6029 -7.4002 -7.9006
O: -21.5052 -12.5061 -6.3857
H: -19.2429 -11.3551 -6.0806
H: -22.8573 -8.6350 -8.4360
C: -20.7163 -4.2736 -7.4770
C: -21.8425 -4.4581 -6.4589
N: -23.1106 -4.7364 -7.1087
C: -24.2330 -3.9753 -6.8879
C: -25.2386 -4.4341 -7.6821
N: -24.6854 -5.4446 -8.4593
C: -23.4106 -5.5839 -8.0980
C: -25.3667 -6.2276 -9.5013
H: -19.7676 -4.3719 -6.9492
H: -20.8629 -3.3368 -8.0120
H: -20.6619 -5.1001 -8.1837
H: -21.9583 -3.6027 -5.8008
H: -21.5545 -5.3392 -5.8798
H: -24.1938 -3.1740 -6.1687
H: -26.2990 -4.2625 -7.7588
H: -22.6836 -6.2142 -8.5893
H: -24.6534 -6.4668 -10.2865
H: -26.2265 -5.6747 -9.8602
H: -25.6204 -7.1853 -9.0469
C: -28.2453 -14.0919 -2.1774
C: -26.8299 -13.5179 -2.2112
N: -26.2362 -13.4656 -3.5560
C: -24.8830 -13.4804 -3.8368
C: -24.7516 -13.1910 -5.1579
N: -26.0283 -13.1343 -5.6870
C: -26.9101 -13.3198 -4.7070
C: -26.2994 -12.7647 -7.0577
H: -28.8915 -13.6823 -2.9560
H: -28.7888 -13.8179 -1.2758
H: -28.2154 -15.1720 -2.3039
H: -26.1275 -14.0404 -1.5614
H: -26.7640 -12.4944 -1.8311
H: -24.2048 -13.5702 -3.0049
H: -23.8917 -12.9564 -5.7736
H: -27.9819 -13.3351 -4.7961
H: -25.6122 -13.2625 -7.7375
H: -26.1079 -11.7040 -7.2079
H: -27.2934 -13.0742 -7.3718
C: -17.8408 -11.8112 -9.2429
C: -19.1383 -12.2880 -9.9010
N: -19.4604 -11.4729 -11.0614
C: -20.2175 -10.3505 -11.0850
C: -20.4712 -10.0172 -12.3985
N: -19.8729 -11.0137 -13.1356
C: -19.2768 -11.8834 -12.3436
C: -19.8482 -11.0994 -14.6082
H: -17.7692 -12.3716 -8.3049
H: -17.9336 -10.8166 -8.7972
H: -16.9206 -11.9506 -9.8033
H: -19.9612 -12.2424 -9.1851
H: -19.0759 -13.3427 -10.1672
H: -20.6538 -9.9630 -10.1725
H: -21.0975 -9.2488 -12.8095
H: -18.7767 -12.8042 -12.5946
H: -19.0408 -11.7221 -14.9790
H: -19.7162 -10.0898 -14.9927
H: -20.8185 -11.4469 -14.9575
C: -20.7312 -6.6451 -11.5111
C: -19.4330 -6.0845 -10.9434
C: -18.4625 -7.1635 -10.5213
N: -17.1173 -6.6540 -9.9987
C: -17.3445 -5.6351 -8.9292
C: -16.3366 -6.0400 -11.1658
C: -15.2382 -7.0505 -11.4880
C: -15.5622 -8.3191 -10.6979
C: -16.2127 -7.7366 -9.4651
H: -21.3686 -5.8637 -11.9204
H: -21.2162 -7.3418 -10.8219
H: -20.5665 -7.2695 -12.3957
H: -19.7208 -5.4645 -10.0950
H: -19.0496 -5.4164 -11.7162
H: -18.1492 -7.7909 -11.3598
H: -18.8429 -7.8902 -9.8015
H: -17.9201 -6.1515 -8.1557
H: -17.9561 -4.7953 -9.2459
H: -16.4001 -5.2933 -8.5142
H: -15.9379 -5.0982 -10.7947
H: -16.9371 -5.7647 -12.0306
H: -14.3251 -6.5516 -11.1549
H: -15.0080 -7.3195 -12.5182
H: -14.6865 -8.9446 -10.5413
H: -16.2829 -8.9469 -11.2269
H: -15.4968 -7.3882 -8.7220
H: -16.8590 -8.4392 -8.9307
C: -19.7808 -10.9394 -3.3280
C: -21.2668 -10.5895 -3.1339
C: -21.6117 -9.3258 -3.9319
N: -23.0724 -8.9365 -3.9686
C: -23.6458 -8.4239 -2.6742
C: -23.3676 -7.9092 -5.0559
C: -24.8838 -7.9862 -5.2892
C: -25.1746 -9.4715 -5.1736
C: -23.9157 -10.0836 -4.5112
H: -19.7105 -12.0269 -3.3114
H: -19.2420 -10.5300 -2.4762
H: -19.3815 -10.6658 -4.3044
H: -21.5511 -10.5264 -2.0840
H: -21.8900 -11.3825 -3.5549
H: -21.3150 -9.5056 -4.9684
H: -21.1417 -8.3895 -3.6224
H: -24.7317 -8.4762 -2.7150
H: -23.3209 -7.4202 -2.4237
H: -23.3663 -9.1933 -1.9551
H: -23.0452 -6.9247 -4.7150
H: -22.7649 -8.2031 -5.9172
H: -25.4337 -7.3680 -4.5803
H: -25.1352 -7.5537 -6.2583
H: -26.1464 -9.6406 -4.7104
H: -25.2293 -9.9325 -6.1611
H: -24.1136 -10.7881 -3.7107
H: -23.3229 -10.4846 -5.3325
C: -23.6265 -12.8646 -14.2437
C: -23.0316 -13.2669 -12.8985
C: -23.6382 -14.5158 -12.2823
N: -23.2853 -14.7452 -10.8045
C: -24.0338 -13.7237 -10.0029
C: -21.7632 -14.6372 -10.5569
C: -21.5486 -15.2733 -9.2180
C: -22.4845 -16.4850 -9.2261
C: -23.4983 -16.1537 -10.3644
H: -24.6570 -12.5190 -14.1186
H: -23.7451 -13.6331 -15.0109
H: -23.1292 -12.0362 -14.7479
H: -23.3052 -12.4320 -12.2425
H: -21.9388 -13.2687 -12.9056
H: -23.2334 -15.4021 -12.7652
H: -24.7124 -14.3457 -12.2657
H: -23.8281 -13.7905 -8.9338
H: -25.0764 -14.0472 -10.0386
H: -23.9251 -12.6935 -10.3198
H: -21.4074 -13.6176 -10.6936
H: -21.3506 -15.2408 -11.3686
H: -21.7917 -14.6704 -8.3416
H: -20.5289 -15.6346 -9.0836
H: -23.0692 -16.5929 -8.3191
H: -21.9563 -17.3945 -9.4996
H: -24.4881 -16.2480 -9.9128
H: -23.5243 -16.8754 -11.1778
C: -15.7765 -11.0320 -6.1725
C: -15.6956 -9.5760 -5.7017
C: -16.5847 -9.3558 -4.4832
N: -16.5322 -7.9211 -3.9958
C: -17.1731 -6.9638 -4.9540
C: -15.1654 -7.4096 -3.6005
C: -15.4263 -6.4695 -2.4493
C: -16.7299 -6.9288 -1.7524
C: -17.3135 -7.9851 -2.6820
H: -16.7945 -11.4040 -6.2917
H: -15.4294 -11.6328 -5.3247
H: -15.1237 -11.2544 -7.0113
H: -15.8955 -8.8757 -6.5110
H: -14.6807 -9.3736 -5.3474
H: -16.3619 -10.0603 -3.6842
H: -17.6089 -9.6145 -4.7667
H: -16.6753 -6.9836 -5.9194
H: -17.1662 -5.9770 -4.5011
H: -18.1698 -7.3506 -5.1653
H: -14.5523 -7.0638 -4.4273
H: -14.6524 -8.2946 -3.2119
H: -15.6947 -5.4549 -2.7775
H: -14.6343 -6.1248 -1.7854
H: -17.3639 -6.0910 -1.4719
H: -16.5164 -7.4157 -0.7999
H: -18.3761 -7.9062 -2.9121
H: -17.2187 -8.9453 -2.1816

For the HOMO energy, the calculation gives -16.8992 eV. As for the net charge: +5.

| no. | Kohn-Sham gap (Ha) |
| --- | --- |
| 1 | 0.357 |
| 2 | 0.274 |